This record from OMol25 describes a cluster of 2 separate species, C2H7S in total. The level of theory is wB97M-V/def2-TZVPD.

Positions of all 10 atoms, in Å:
S -3.23 -0.16 -0.69
C -1.90 0.14 0.51
C 2.00 -0.13 -0.44
H 2.79 0.13 0.26
H 1.38 -0.92 -0.03
H 1.34 0.72 -0.56
H -1.21 0.96 0.23
H -2.29 0.42 1.48
H 2.37 -0.44 -1.40
H -1.25 -0.73 0.64

HOMO-LUMO gap: 0.2134 hartree
Relative energy (zero: lowest compared OMol25 entry of this formula, charge and spin): 45.6 kJ/mol
Net charge: -1
LUMO energy: 3.8476 eV

These are the Löwdin partial charges, in e, on atoms 1 to 2: number 1, S, carries -0.090; number 2, C, carries -0.804